(1)
ORCA calculation (ωB97M-V with the def2-TZVPD basis set) on a structure of composition C6H21BaN5O5S in a non-equilibrium geometry.

Net charge   0
HOMO (alpha / beta)   -4.99 / -4.99 eV
LUMO level (alpha / beta)   -0.066 / -0.066 Ha
HOMO-LUMO gap (alpha / beta)   3.179 / 3.179 eV

Last column: Mulliken charge in e.
CARTESIAN COORDINATES (ANGSTROEM)
O: -1.34 0.61 2.74  -0.46
H: -0.94 -0.28 2.78  0.28
H: -0.88 -3.91 -2.09  0.10
H: -3.43 2.97 1.66  0.32
C: -1.81 3.74 -1.04  -1.51
S: 1.85 -1.65 -1.73  -0.28
H: -2.08 4.12 1.65  0.39
H: 4.91 -2.07 0.10  0.18
H: -1.87 3.75 -2.13  0.42
C: -1.62 -1.31 -0.34  -1.97
H: -2.82 3.98 -0.68  0.40
H: 1.05 -2.06 2.43  0.21
N: 2.45 -2.05 0.94  -0.08
N: 1.06 -2.08 1.40  -0.62
O: -0.55 -0.94 -4.69  -0.66
H: 0.64 -2.94 1.05  0.31
C: -1.34 2.48 -0.43  0.40
H: 1.60 1.04 -0.25  0.46
O: -0.33 1.83 -2.48  -0.47
H: -1.16 4.58 -0.75  0.33
C: -2.35 3.07 1.84  -1.54
H: -2.18 -0.35 -0.41  0.46
N: 4.23 -1.94 -0.64  -0.47
C: 2.86 -1.91 -0.41  0.60
N: -0.64 1.60 -1.18  -0.18
H: 3.14 -2.08 1.68  0.19
H: -2.20 2.93 2.92  0.43
H: -0.90 -0.69 -3.82  0.27
H: 4.61 -1.82 -1.61  0.22
H: -0.40 -1.90 -4.54  0.38
C: -1.59 2.17 0.97  0.42
H: -0.19 0.94 -2.83  0.25
O: -0.32 -4.25 -2.82  -0.99
H: -2.20 -1.94 -0.82  0.54
H: -1.66 -1.58 0.73  0.23
N: -1.10 0.99 1.46  -0.28
O: 1.66 1.36 0.72  -0.62
H: 0.81 1.07 1.23  0.47
Ba: 0.07 -0.18 -0.07  1.88



(2)
ORCA calculation (ωB97M-V with the def2-TZVPD basis set) on an isolated molecule of C4H8OS2 in a non-equilibrium geometry.

Net charge   0
HOMO (alpha / beta)   -7.36 / -7.03 eV
LUMO level (alpha / beta)   0.009 / 0.006 Ha
HOMO-LUMO gap (alpha / beta)   7.604 / 7.204 eV

Last column: Mulliken charge in e.
CARTESIAN COORDINATES (ANGSTROEM)
H: -1.15 -0.03 -1.24  0.30
H: -0.17 -2.31 3.10  0.34
H: 0.56 0.90 -2.87  0.35
S: -1.16 -0.91 1.31  -0.18
H: 1.47 0.06 2.28  0.12
C: 0.85 0.40 -1.95  -1.28
H: 1.06 -0.65 -2.17  0.34
C: -0.27 0.52 -0.92  -0.38
H: -0.56 1.58 -0.86  0.26
C: 0.08 0.13 0.47  0.19
C: -1.13 -2.03 2.68  -0.12
S: 1.74 0.06 0.97  -0.22
H: -2.96 -1.79 3.12  0.32
O: -2.12 -1.94 3.57  -0.41
H: 1.77 0.86 -1.58  0.37



(3)
ORCA calculation (ωB97M-V with the def2-TZVPD basis set) on an isolated molecule of C3H3FO in a non-equilibrium geometry.

Net charge   0
HOMO (alpha / beta)   -8.07 / -7.29 eV
LUMO level (alpha / beta)   0.017 / 0.015 Ha
HOMO-LUMO gap (alpha / beta)   8.529 / 7.683 eV

Last column: Mulliken charge in e.
CARTESIAN COORDINATES (ANGSTROEM)
C: 0.07 0.04 0.97  -0.29
C: 0.39 0.14 -1.26  0.10
H: -1.59 0.06 -0.22  0.28
H: -0.47 -1.41 -0.55  0.21
O: 1.51 0.48 -1.49  -0.36
F: -0.31 1.30 1.35  -0.26
H: 0.98 -0.28 1.48  0.37
C: -0.58 -0.33 -0.27  -0.05



In the order shown, the computed total energy values come out to -35762.5364 -27992.0427 -7920.3820 eV.